[1]
Density functional theory data (the ωB97M-V functional and the def2-TZVPD basis) for C4H6O as an isolated structure at a distorted geometry.

The HOMO-LUMO gap comes out at 9.332 eV. As for the max |F|: 1.257 eV Å⁻¹. Its spin multiplicity is 1. The value obtained for the energy is -6288.5886 eV. For the HOMO energy, the calculation gives -9.3 eV.

```
11
C4H6O, DFT the ωB97M-V functional and the def2-TZVPD basis
C -0.77714 0.80778 -0.00928
C -0.62630 -0.73152 -0.11600
C 0.88162 -0.67788 0.30943
O 1.67351 -0.62990 -0.76407
C 0.71389 0.79802 0.10996
H -1.28155 1.08665 0.93833
H -1.24103 1.38441 -0.81393
H -1.23732 -1.30368 0.57051
H -0.71502 -1.05873 -1.15412
H 1.18828 -1.17264 1.23774
H 1.42106 1.49749 -0.30856
```

[2]
Density functional theory data (the ωB97M-V functional and the def2-TZVPD basis) for the molecule C4H6O2 at a distorted geometry.

The HOMO-LUMO gap comes out at 8.591 eV. As for the max |F|: 1.223 eV Å⁻¹. Its spin multiplicity is 1. The value obtained for the energy is -8335.6654 eV. For the HOMO energy, the calculation gives -9.2 eV.

```
12
C4H6O2, DFT the ωB97M-V functional and the def2-TZVPD basis
O 1.60897 -0.75455 -0.60861
C 0.25520 -0.53103 -0.42117
C -0.06282 -0.12459 1.00993
C -1.47058 0.08347 1.21482
O 0.55711 1.22434 -1.92582
C -0.23675 0.58353 -1.28212
H 1.92469 -0.08723 -1.24055
H -0.32550 -1.42287 -0.68233
H -0.00665 -1.02335 1.66754
H 0.66394 0.58562 1.42266
H -1.61283 0.59924 2.17422
H -1.29478 0.86741 -1.32857
```

[3]
Density functional theory data (the ωB97M-V functional and the def2-TZVPD basis) for the molecule C4H6O2 at a distorted geometry.

The HOMO-LUMO gap comes out at 11.327 eV. As for the structure (SMILES): O=C1CCCO1. As for the max |F|: 1.064 eV Å⁻¹. Its spin multiplicity is 1. The value obtained for the energy is -8339.3077 eV. For the HOMO energy, the calculation gives -10.4 eV.

```
12
C4H6O2, DFT the ωB97M-V functional and the def2-TZVPD basis
O -1.64207 -1.23185 -1.01143
C -0.59079 -1.06492 -0.46688
C 0.61415 -0.33752 -1.00586
C 0.17262 0.91115 -0.08851
C -0.07839 0.18710 1.25682
O -0.41932 -1.16160 0.89620
H 1.52825 -0.90453 -0.75564
H 0.55948 -0.25822 -2.09938
H 0.70681 1.85066 0.11175
H -0.76758 1.22292 -0.56011
H -0.91006 0.58681 1.84971
H 0.82689 0.19998 1.87333
```

[4]
Density functional theory data (the ωB97M-V functional and the def2-TZVPD basis) for a 2-piece molecular cluster, C4H6O2 overall at a distorted geometry.

The HOMO-LUMO gap comes out at 10.007 eV. As for the structure (SMILES): O=C1C=COC1.[H][H]. As for the max |F|: 1.347 eV Å⁻¹. Its spin multiplicity is 1. The value obtained for the energy is -8337.8213 eV. For the HOMO energy, the calculation gives -9.4 eV.

```
12
C4H6O2, DFT the ωB97M-V functional and the def2-TZVPD basis
O 0.98241 2.29202 -0.00552
C 0.54989 1.16511 -0.12537
C -0.75010 0.67766 -0.55567
C -0.65209 -0.66489 -0.63526
O 0.51743 -1.20197 -0.27677
C 1.35991 -0.11269 0.13520
H -1.62871 1.26711 -0.76933
H -1.42137 -0.45671 1.14417
H -1.43127 -1.19589 1.28312
H -1.40134 -1.39322 -0.93842
H 2.27726 -0.13741 -0.45368
H 1.59798 -0.23912 1.19753
```

[5]
Density functional theory data (the ωB97M-V functional and the def2-TZVPD basis) for the molecule C4H6O2.

The HOMO-LUMO gap comes out at 10.687 eV. As for the structure (SMILES): O=CCCC=O. As for the max |F|: 0.521 eV Å⁻¹. Its spin multiplicity is 1. The value obtained for the energy is -8339.2296 eV. For the HOMO energy, the calculation gives -10.1 eV.

```
12
C4H6O2, DFT the ωB97M-V functional and the def2-TZVPD basis
C 1.01551 0.25891 0.04360
C 0.41876 1.05827 -1.08686
O 0.28007 2.25647 -1.07690
C 0.02816 -0.81658 0.55016
C -1.44192 -0.56456 0.25492
O -2.25466 -1.45371 0.18840
H 0.07346 0.44854 -1.95181
H 1.91690 -0.23793 -0.33906
H 1.32651 0.95880 0.82405
H 0.26670 -1.80746 0.15429
H 0.10613 -0.89093 1.64188
H -1.75279 0.49448 0.11451
```

[6]
Density functional theory data (the ωB97M-V functional and the def2-TZVPD basis) for the molecule C4H6O2 at a distorted geometry.

The HOMO-LUMO gap comes out at 10.882 eV. As for the structure (SMILES): O=COC1CC1. As for the max |F|: 1.942 eV Å⁻¹. Its spin multiplicity is 1. The value obtained for the energy is -8337.3105 eV. For the HOMO energy, the calculation gives -9.8 eV.

```
12
C4H6O2, DFT the ωB97M-V functional and the def2-TZVPD basis
O 1.78273 -1.18425 0.93102
C 1.55176 -0.00995 0.99719
C -0.09236 0.66243 -0.05822
C -0.39011 -0.42407 -1.05859
C -1.39712 -0.17566 -0.01555
O 0.34150 0.49450 1.28660
H 2.21843 0.83908 0.81972
H 0.21050 1.64790 -0.47198
H 0.15583 -1.35680 -1.09300
H -0.65033 0.04286 -2.00381
H -1.45085 -0.95713 0.76735
H -2.27998 0.42111 -0.10073
```

> Look up the HOMO energy of the sixth one.

-9.8 eV

> The highest max |F| belongs to which entry?

number 6

> Which formula does entry 1 have?

C4H6O

> Among the records above, which one has the highest HOMO energy?

number 2